Entry 1:
189
Properties=species:S:1:pos:R:3:lowdin_charge:R:1 method="wB97M-V/def2-TZVPD" multiplicity=1 lumo_energy_ev=0.69 relative_energy_kj_mol=3478.7
C -1.03397 6.43999 1.47570 -0.24
H -1.30382 2.41787 1.90151 0.03
H 2.46294 0.50480 -2.11629 0.04
H -0.91526 -5.24455 -1.48445 0.11
H -6.14146 -1.80385 0.32243 0.10
C -3.51827 1.91791 3.97712 -0.21
C -2.69932 0.72688 1.90746 -0.17
H 4.80840 4.27863 -0.67195 0.01
H 1.95030 0.29881 -0.22028 0.06
H -0.80289 -0.89288 1.67946 0.04
C -6.36358 -2.53717 -0.45281 -0.27
N -5.50835 -2.20719 -1.58058 -0.19
H -3.18067 4.35067 2.98383 0.09
C -2.09659 1.97809 1.29636 -0.07
H 3.57413 2.04345 -6.14037 0.07
C -5.62676 -3.23660 -2.59171 -0.22
C -2.71875 -0.80059 5.28349 -0.10
H 3.43595 -4.05184 -2.13544 0.10
H -1.17479 -4.17718 1.11911 0.08
N 3.83106 2.59955 -3.31115 -0.15
C 1.89373 -5.18866 -3.06651 -0.06
C -2.43873 -2.48828 1.34038 -0.08
C 2.78085 1.20411 1.18794 -0.17
H -1.90097 0.38505 0.27583 0.07
H -3.77585 -2.68183 -0.51174 0.07
C 4.54329 1.45840 2.92108 -0.25
H -2.84288 2.76145 3.83435 0.02
H -2.66661 -5.46122 -1.16444 0.11
H 3.71807 -0.01499 -1.00414 0.03
H -0.26504 -4.53306 4.51712 0.08
C 0.67874 -2.78770 3.84380 -0.22
H 3.52947 2.50756 -1.25506 0.06
C -1.15843 0.06464 -0.45497 -0.14
C 3.03893 -1.49606 -2.53252 -0.25
H 1.51003 -1.09921 -1.20522 0.06
C -2.06490 -3.80927 0.60878 -0.17
H 4.01128 0.91003 3.69848 0.11
C -0.83319 -2.60204 -1.16902 -0.22
H -0.78862 1.21691 2.94690 0.07
H 4.19931 4.73146 0.99085 0.09
H 2.24918 1.58212 0.31472 0.07
H -5.63539 2.67173 3.90642 0.07
H -4.40014 -0.43881 4.19745 0.12
O 0.06749 -0.29830 0.29424 -0.22
H 0.36335 2.56481 0.87124 0.08
C 0.17842 4.66268 0.30124 -0.15
C -0.81803 7.42704 0.27489 -0.08
H -3.70595 -0.46673 -2.76926 0.09
H 3.15424 -1.86704 -0.37940 0.07
C 2.78415 -3.86887 -2.98971 -0.22
H 0.05066 -1.31700 -2.39234 0.04
H 1.95690 0.46162 3.06874 0.09
H -6.69007 -3.41261 -2.75442 0.10
H -1.36614 -3.41655 3.50794 0.06
H 6.51912 2.55000 3.29681 0.07
C 1.24424 -2.28338 -3.93778 -0.17
N 2.11330 -2.61900 -2.85332 -0.26
C 4.68116 2.68224 0.82244 -0.26
C 4.84352 2.11577 -4.28807 -0.24
H -3.26136 -1.62118 5.75287 0.08
C -0.64068 1.24021 -1.33824 -0.12
H 3.71955 -1.24443 -3.34588 0.13
N 3.80296 2.12453 1.86035 -0.11
H 1.04488 5.12269 0.77635 0.11
H -8.28054 -2.81441 -1.59984 0.06
H -1.18100 8.40153 0.60161 0.06
H 5.22898 2.08963 -6.52252 0.07
H 5.52636 3.12396 1.35030 0.10
H 4.51161 -2.52409 -1.21064 0.10
C 3.53591 0.53587 -1.92690 -0.18
C -7.80754 -2.19786 -0.83549 -0.09
H 0.63318 -0.25170 -3.62831 0.06
H 1.02337 -1.70642 0.66048 0.08
H -1.44872 7.19786 -0.58406 0.07
H 5.13149 2.04480 0.06152 0.10
H -4.85209 2.86677 2.41822 0.06
H -1.93089 6.61781 2.06899 0.10
H -0.98817 -2.18217 -2.16290 0.06
H -2.83061 2.77912 1.20870 0.13
H -5.30386 -5.20380 -3.05443 0.08
H 4.44501 3.52532 -5.86728 0.05
H -2.31762 -5.58452 -3.44867 0.09
H -3.71195 0.46296 1.60245 0.12
H -8.31636 -2.23679 0.12768 0.07
H -2.88135 -2.75977 2.29876 0.08
H 0.24021 7.47548 0.01821 0.06
C 1.11290 -0.24309 -0.65983 -0.20
H 2.39264 -0.65451 -2.28312 0.04
H -3.24608 -1.98114 0.81210 0.05
H 2.83744 -3.20110 2.21855 0.10
H -4.33785 -1.10207 -0.20705 0.09
C -4.18847 -1.81111 -1.02133 -0.20
H -3.16529 -4.10894 -3.36824 0.04
H 5.14430 0.66590 2.47519 0.11
H 0.84374 -3.62471 -0.15396 0.06
N -2.82655 0.75906 3.42391 -0.18
H -1.34024 -4.10445 -3.55646 0.07
H 5.21577 4.66229 -1.60641 0.01
H -0.24673 3.85495 2.80800 0.14
H -3.16851 -1.39006 3.34073 0.08
C 3.79861 -1.70025 -1.24257 -0.09
H -0.67672 2.14430 -0.73044 -0.05
H 1.17078 3.07965 -0.71008 0.08
H -1.68613 1.77183 0.30789 0.07
C 0.19578 -1.23741 -3.46969 -0.05
H -7.89886 -1.18143 -1.21840 0.08
C 4.51996 2.44197 -5.77336 -0.08
H 6.01414 4.48305 -3.16402 0.08
H -2.18209 3.70583 4.29608 0.07
H -0.17971 -4.53753 2.82343 0.06
H -1.41371 -0.90946 -0.87218 0.02
H 0.74472 -3.85988 -1.87165 0.04
H 1.16003 -5.15807 -2.26098 0.03
C -4.89282 2.18911 3.27099 -0.06
H -0.84529 -1.68381 -0.58182 0.05
H -1.92090 5.40766 3.82243 0.08
H -0.15771 6.53035 2.11766 0.11
C 0.60061 -3.11686 -1.08728 -0.08
H -0.40666 0.18347 4.40311 0.08
H -3.67720 1.74320 5.04122 0.12
H 3.47770 -4.01765 -3.81732 0.11
H 3.00223 4.32564 -2.59646 0.11
H 0.81807 -3.19296 -4.36104 0.10
C 5.50115 2.41960 3.66402 -0.09
H -5.38253 -2.75596 -3.53905 0.11
H 3.21107 3.87156 -0.17290 0.05
C 0.30664 3.14614 -0.04907 -0.04
C -0.22347 0.37450 3.34573 -0.10
H -5.29928 1.28603 2.81565 0.06
H -2.11195 -0.13279 1.58489 0.05
C -2.20743 4.41673 3.47020 -0.06
H 5.17166 2.19638 -1.73711 0.11
C 4.13614 1.93954 -1.96033 -0.16
N -1.89672 -3.56357 -0.84923 -0.15
H 3.30171 0.31224 0.83952 0.11
N -0.98022 4.99954 1.19020 -0.17
H -2.72632 0.02922 5.99022 0.08
H -1.67731 -1.11908 5.32908 0.05
H 5.06780 1.05114 -4.22194 0.10
H 1.66295 -3.25440 3.88411 0.10
N 0.75365 -1.82405 2.75172 -0.08
C -3.33773 -0.51292 3.96532 -0.25
C 5.07085 4.74308 -2.68372 -0.07
C -3.27644 -1.28390 -2.18974 -0.03
H 1.78145 -1.90364 -4.80686 0.12
H 1.39494 -2.37506 -1.17018 0.05
H -2.39484 -0.90294 -1.67422 0.02
H 2.42928 -6.13077 -2.94939 0.07
H -5.46435 -4.97254 -1.30841 0.07
H 0.11829 -3.11786 1.11494 0.06
C -0.38694 -3.87051 3.66023 -0.06
H -6.16199 -3.50630 0.00355 0.11
H 1.77172 -4.26906 1.30443 0.10
C 4.22891 3.98018 0.20167 -0.09
H 0.89652 0.17671 1.69810 0.06
H 3.48961 4.39883 -4.22898 0.10
C -1.90634 -4.80160 -1.58276 -0.23
H 4.85394 5.81104 -2.70657 0.09
C -4.97490 -4.60035 -2.20842 -0.07
H 5.79606 2.57903 -4.03086 0.09
H 5.53627 2.05494 4.69062 0.06
H 4.01650 -0.00508 -2.74208 0.07
H -1.40483 -1.40454 3.14921 0.06
H 1.42478 -5.24781 -4.04869 0.07
H 1.37846 1.73396 -1.76980 0.10
H -3.89800 -4.73481 -2.10699 -0.01
H -0.02758 5.27012 -0.58006 0.10
C -0.48346 -1.01738 2.71414 -0.25
C 0.95984 -2.49248 1.41293 -0.28
H -1.25344 1.57444 -2.17545 0.16
H -1.49839 -1.93962 1.39360 0.03
H 0.70448 0.58730 -2.74952 0.07
H -2.85072 -4.54607 0.77525 0.12
C -2.21321 -4.56065 -3.08965 -0.07
H -1.62522 3.19639 1.96218 -0.06
C 0.72894 0.86182 -1.69494 -0.18
H -3.06099 -2.12254 -2.85184 0.06
H 4.96718 3.35866 3.80952 0.08
H -0.48810 2.81591 -0.71799 0.02
C -1.20175 4.12083 2.35484 -0.27
H 0.45788 -2.35930 4.82145 0.11
C 1.60431 0.88523 2.12835 -0.13
H 1.01526 1.79998 2.19424 0.08
H 4.52679 -0.93462 -0.97488 0.09
C 2.17920 -3.25920 1.35168 -0.07
H -0.74863 -1.10070 -3.99649 0.11
C 3.82544 4.04597 -3.25388 -0.24
H 0.77718 0.78987 3.46516 0.02
H 2.69713 -3.03015 0.42035 0.05

---

Entry 2:
208
Properties=species:S:1:pos:R:3:lowdin_charge:R:1 method="wB97M-V/def2-TZVPD" multiplicity=1 lumo_energy_ev=0.42 relative_energy_kj_mol=754.5
C 13.35116 0.47835 0.53435 -0.08
C 0.16581 -6.14394 1.25334 -0.13
H 0.71487 1.76375 4.68297 0.08
H 3.96293 -5.78806 6.75559 0.08
C 5.61180 -5.86877 4.72236 -0.18
H -5.02279 4.81825 -3.54731 0.08
C -0.63542 1.15069 -1.31883 -0.14
H 3.93690 2.80570 2.57728 0.08
H 0.47450 -0.64203 -1.20655 0.10
H 5.32399 -0.55963 0.87580 0.11
H -0.45699 2.86098 -5.71943 0.09
H -3.70098 2.83138 1.26512 0.08
H -4.02786 -1.17438 3.56112 0.12
H -1.09068 2.37637 -4.16548 0.05
H -0.88458 -3.35539 -4.08678 0.09
H -1.06875 -1.72439 -3.50856 0.08
H -6.62451 -1.99863 1.14274 0.13
O 12.00185 0.01008 0.68587 -0.20
O -8.11498 -3.11555 -0.98758 -0.21
H 1.80483 -4.47076 3.28448 0.06
H -6.98545 -4.74248 -0.28580 0.12
C -9.40198 -3.66707 -1.38337 -0.07
C -8.59344 2.04998 5.28833 -0.18
C -4.35450 5.27478 -2.81719 -0.09
O 5.97515 1.16876 -6.43769 -0.18
H -3.71337 1.13401 -2.40339 0.08
C 4.99189 3.85156 -2.97874 -0.06
H -0.68815 1.02569 -5.20321 0.09
H -1.29119 -1.35086 -0.16615 0.06
C 3.13166 2.62720 -3.95079 -0.20
H -1.36124 1.92644 1.79715 0.10
H -9.54969 -4.74109 -1.27038 0.08
O -8.02768 3.11457 4.53883 -0.20
C -0.79863 2.83073 2.02917 -0.23
H -8.80064 4.86839 5.61730 0.08
C -8.87849 0.90461 4.20418 -0.14
H -0.55387 2.23419 -1.40532 0.12
H 1.93709 3.33011 -5.54731 0.13
H -9.79469 -3.34180 -2.34674 0.08
H -0.68389 -6.18960 1.93452 0.09
H -8.36992 -1.08013 -3.08069 0.08
H 8.54128 1.27418 -1.16324 0.08
H -0.81908 6.85431 -3.66951 0.12
H -8.06471 -3.99466 0.77451 0.12
H -4.86891 6.09132 -2.31050 0.08
H -9.70707 1.15746 3.54265 0.12
O 0.63352 -4.83589 1.07325 -0.19
H -3.37229 -3.55409 5.52028 0.13
O -2.91553 4.13352 2.59749 -0.19
H -0.95260 -5.15651 -1.54833 0.11
C -1.52511 7.36470 -4.32458 -0.19
C 4.08753 -5.74678 4.22550 -0.13
C -5.97719 -0.85122 -4.38689 -0.15
H -7.02449 2.10513 2.67754 0.06
H 5.34755 3.12221 3.68381 0.09
C -0.43600 2.06200 -4.97829 -0.07
H 5.63092 4.73413 -3.00727 0.08
H -9.17903 0.01763 4.76189 0.11
H 6.04623 1.42969 -8.47036 0.09
C -3.87109 3.12181 2.30185 -0.11
H 1.84398 -3.28193 4.69708 0.09
H -5.44198 -0.65190 5.82582 0.09
O -2.69114 -2.71295 3.30173 -0.20
C 10.98669 0.96733 0.62482 -0.21
C -0.20491 -4.03076 0.20643 -0.14
H -0.75799 10.43291 -5.33440 0.08
H -2.47225 7.35359 -2.48992 0.12
H -0.00645 3.03376 1.30853 0.12
C -0.58055 -2.67452 -3.29174 -0.07
C -0.42215 9.43786 -5.04253 -0.08
H 1.36202 3.85141 -3.85259 0.13
H -1.43806 -1.20534 4.12518 0.08
H 5.55872 -3.02554 -3.70858 0.08
C 1.74785 3.06901 -4.50611 -0.18
C -6.04471 -1.53493 5.61349 -0.10
H -4.85102 1.55691 -3.48756 0.08
C -7.34601 -3.75200 -0.00823 -0.22
H 0.49836 -2.51971 -3.30098 0.08
H 6.33148 -3.15566 1.32150 0.09
C -1.69931 4.06070 1.74721 -0.15
H -3.23864 1.86211 -3.96827 0.07
C 6.31497 -0.78252 -5.05868 -0.18
O 5.62711 -1.95310 -5.55001 -0.17
H 5.62293 3.15300 -3.52821 0.07
H 7.07846 0.38425 -1.18419 0.08
H 7.53427 1.35485 0.28949 0.07
C -4.22889 -3.66295 -0.34302 -0.13
H 6.21313 -5.24863 4.05759 0.11
O -3.19958 5.70432 -3.55877 -0.22
H -9.47801 2.39608 5.82299 0.11
H 4.02963 -5.83641 3.14073 0.10
C -7.90909 4.31057 5.33081 -0.10
O -0.87713 -3.07902 -1.95411 -0.25
H 10.87879 1.39918 -0.37014 0.12
C -0.36005 -4.25658 -1.38369 -0.17
C 6.82695 0.01190 -6.24500 -0.16
H 4.91597 -3.16989 0.60460 0.07
C 5.00423 -5.95239 7.03270 -0.09
C 4.96713 -2.67961 -4.55620 -0.14
H 4.91978 3.49512 -1.95119 0.08
H -1.60734 6.93292 -5.32203 0.13
H 6.65840 -0.89074 1.85666 0.11
H -10.08763 -3.20212 -0.67498 0.08
C 5.28750 -3.07864 1.62526 -0.08
O 1.17027 0.70785 0.28361 -0.17
C -1.69466 -1.68822 3.18227 -0.09
H -4.77190 -1.27621 -2.66804 0.11
C -7.16653 1.07937 2.33732 -0.08
H 7.35853 2.27380 -7.55331 0.09
H 7.11728 -1.13709 -4.41162 0.12
H 5.93229 -6.90755 4.64282 0.11
H 13.48422 0.96815 -0.43027 0.08
O 5.01774 -1.89040 2.41187 -0.18
H -1.72971 4.30510 0.68540 0.11
O 8.81268 -0.22830 0.03629 -0.19
H 5.15729 -7.01484 7.22208 0.08
C 5.01605 2.93298 2.66283 -0.12
H -4.69249 -4.51976 -0.83195 0.09
C -3.85951 -2.60217 5.30918 -0.16
O -6.70716 0.12118 -3.56521 -0.20
C -6.25966 -2.87372 0.60498 -0.17
H -7.10289 -0.96836 -1.86734 0.07
H 9.72942 -0.40444 1.71552 0.12
H 7.87051 0.31640 -6.16535 0.12
O -1.65446 0.76002 -0.35953 -0.21
H 5.82238 -0.21445 -4.26954 0.12
H -6.21841 0.62248 2.05373 0.09
C -3.85799 1.10750 -3.48343 -0.09
O 3.39727 -4.49997 4.77791 -0.23
H 5.28858 3.85794 2.15461 0.09
H -0.06229 8.97074 -5.95926 0.08
C 6.33408 1.90215 -7.53120 -0.17
H -4.90366 3.39081 2.52442 0.07
C 5.24577 0.57641 2.80349 -0.13
H -3.66024 2.21182 2.86359 0.08
H 6.84385 -0.69756 -7.07233 0.13
H 0.61629 -4.34275 -1.86059 0.12
H 1.24691 1.38958 3.28249 0.07
H 13.96560 -0.41740 0.44375 0.09
H 9.08063 1.15048 1.70860 0.12
H -4.02720 4.52189 -2.10015 0.07
H -0.74929 -2.16081 2.91573 0.08
H -3.66130 7.71256 -3.75142 0.12
H -1.24823 -4.05163 0.52130 0.10
O -5.21549 -2.68532 5.78800 -0.22
H 3.54434 -6.59993 4.63192 0.10
H -6.87583 -1.50602 6.31812 0.09
H 2.79090 0.25613 1.44525 0.07
C 7.87698 0.70338 -0.51440 -0.10
H -2.86560 -0.71306 0.27164 0.08
H 0.09711 -3.00671 0.42596 0.10
H -3.73471 -4.16235 0.49033 0.08
H 2.21083 -1.18822 0.55738 0.09
H 5.39831 -5.45753 7.92035 0.09
H -8.19630 0.42016 -2.20114 0.09
H -7.93191 1.84204 6.12930 0.11
H -4.21121 -2.09810 -4.03205 0.13
H -1.16870 4.91115 2.17533 0.12
O -5.07647 -2.58725 -0.13413 -0.17
O 3.73723 3.88282 -3.75801 -0.20
H 4.23116 0.47957 3.18985 0.10
H 11.30216 1.79662 1.25795 0.11
H 3.22320 1.95063 -3.10110 0.11
O -0.32820 2.90833 3.35931 -0.15
O 0.90602 1.93321 -4.47020 -0.22
C -7.63635 -0.40816 -2.63525 -0.10
O -1.54034 8.80343 -4.34374 -0.19
H -6.37384 -1.86627 -4.36535 0.12
H -3.40148 -1.74470 5.80217 0.11
H -7.41764 5.07572 4.72987 0.09
H -6.42340 -1.58503 4.59262 0.07
O 5.57016 1.80397 2.01643 -0.21
C -2.78383 7.11405 -3.50660 -0.19
O -3.57173 -0.21497 -3.99162 -0.18
C 2.29293 -0.10140 0.54397 -0.10
H -1.95908 -0.96691 2.40904 0.07
C 2.01361 -4.29780 4.34022 -0.08
O 5.89719 -5.44201 6.03978 -0.19
H -4.70018 -2.84644 3.38224 0.11
H 2.97994 0.16722 -0.25851 0.08
H 3.60036 2.15059 -4.81177 0.11
C -2.06892 -0.65004 -0.46959 -0.06
H 4.60763 -3.60926 -4.99736 0.09
H 13.53201 1.07856 1.42605 0.09
H -7.86206 1.23732 1.51307 0.08
H -2.43080 -0.90966 -1.46445 0.07
H -0.13222 -6.63135 0.32506 0.08
H 1.52921 0.58884 -1.69107 0.11
C 0.26715 1.62316 3.69915 -0.08
C 0.70290 0.40445 -1.00455 -0.20
H -7.39715 4.16873 6.28260 0.09
O -7.74840 0.43137 3.46400 -0.22
H 1.39076 -4.99429 4.90151 0.08
C 5.58696 -0.70210 1.92396 -0.20
H -0.36351 0.73503 3.65928 0.07
H 4.06999 -2.20791 -4.15529 0.08
H 4.84434 -3.97603 2.05699 0.07
H -0.90950 0.75253 -2.29578 0.10
C -3.90485 -2.23035 3.80174 -0.21
H 0.80087 -6.89193 1.72801 0.08
H 5.73494 0.65816 3.77412 0.12
H 0.43712 9.55860 -4.38285 0.08
C -4.62845 -1.13463 -3.73924 -0.24
H -5.54521 -0.65487 -5.36818 0.13
C 9.57716 0.44188 1.04569 -0.19
H -3.38496 -3.34719 -0.95635 0.07
H 5.75247 2.82349 -7.56228 0.09
H -5.94718 -3.50684 1.43541 0.11

---

Listing highest occupied orbital energy for the structures above in their given order: -7.28, -8.97 eV.
Listing E for the structures above in their given order: -69928.554, -109242.187 eV.